This record from OMol25 describes C14H17N5O3S in the gas phase. The level of theory is ωB97M-V/def2-TZVPD.

Results
E, a.u.: -1441.38502
ΔE to the lowest compared entry with this formula, charge and spin, eV: 0.023
HOMO energy, eV: -7.67
Orbital gap, eV: 8.10
Structure (SMILES): COCCn1cc2c(n1)CCc1c-2sc(NC(N)=O)c1C(N)=O

```
40
Properties=species:S:1:pos:R:3:forces:R:3:mulliken_charge:R:1
C -2.645 0.640 -6.509 0.2 0.9 -0.1 -0.6543
O -1.519 1.170 -5.799 0.3 -0.2 0.3 -0.3632
C -1.373 0.787 -4.418 -0.3 0.0 -1.1 -0.1733
C -0.746 1.913 -3.618 -0.1 -0.7 0.1 -0.9802
N -0.728 1.495 -2.228 1.0 -0.3 1.7 0.7961
C 0.339 0.845 -1.595 -0.8 0.6 -1.3 -0.6952
C -0.073 0.624 -0.321 -0.2 -0.7 0.3 0.8774
C -1.414 1.151 -0.204 2.0 -0.8 -0.5 0.2365
N -1.778 1.676 -1.359 0.2 0.0 -0.5 -1.0860
C -2.151 0.919 1.088 -0.2 0.9 -0.2 -0.8126
C -1.226 0.848 2.320 0.8 -0.1 -0.8 -0.8895
C 0.061 0.052 2.049 0.7 -0.3 0.0 -0.3072
C 0.554 -0.100 0.774 -0.5 0.2 0.9 0.0176
S 1.961 -1.160 0.688 -0.7 0.6 1.5 -0.4232
C 1.932 -1.352 2.452 -0.7 0.6 1.6 0.3009
N 2.792 -2.105 3.274 -0.6 0.8 -2.7 -0.0549
C 3.758 -2.989 2.850 1.0 -1.0 1.3 0.5189
N 4.253 -3.058 1.582 -0.9 1.2 -0.1 -0.3471
O 4.260 -3.720 3.676 0.3 -0.4 1.0 -0.6601
C 0.891 -0.614 3.051 -0.1 0.6 -1.5 0.2483
C 0.687 -0.524 4.526 -0.4 -0.5 -0.2 0.6002
N 0.063 0.476 5.185 -0.4 1.5 -1.1 -0.4254
O 1.007 -1.441 5.233 1.5 -2.6 1.0 -0.7098
H -2.400 0.509 -7.581 0.1 0.1 0.7 0.2361
H -3.486 1.348 -6.444 0.2 -0.1 0.0 0.2615
H -2.970 -0.295 -6.099 -0.1 -0.7 0.2 0.3262
H -0.754 -0.121 -4.307 -0.2 0.2 -0.2 0.2259
H -2.347 0.589 -3.985 -0.3 -0.1 0.1 0.4207
H -1.275 2.827 -3.760 -0.7 0.6 0.2 0.2848
H 0.258 2.128 -3.949 0.5 -0.2 0.0 0.2823
H 1.280 0.568 -2.109 -0.9 0.4 0.3 0.3739
H -2.861 1.733 1.247 -0.1 -0.2 0.0 0.3319
H -2.709 -0.002 1.030 -0.3 -0.4 -0.2 0.3360
H -1.775 0.387 3.136 0.0 0.0 0.1 0.4526
H -0.977 1.875 2.605 0.1 0.0 0.2 0.3388
H 2.458 -2.202 4.226 0.0 -0.2 0.1 0.2361
H 3.590 -2.853 0.866 0.2 -0.2 -0.9 0.1464
H 4.903 -3.822 1.499 -0.2 -0.1 -0.3 0.2642
H 0.049 1.369 4.732 -0.2 0.4 0.2 0.2104
H 0.107 0.428 6.196 0.1 0.0 -0.4 0.2582
```
Forces are in eV/Å.